Run A
The following is a quantum chemistry calculation of a 4-piece molecular cluster, C2H11NO3 overall, from the OMol25 dataset.

Results
LUMO level	0.62	eV
total charge	0
SMILES	C=NC.O.O.O

Structure (XYZ):
```
17
C2H11NO3, DFT the ωB97M-V functional and the def2-TZVPD basis
C 0.34 -0.40 0.91
N 0.26 -0.34 -0.36
C -1.00 -0.58 -1.12
H 1.15 0.15 1.37
H -0.24 -1.22 1.35
H -1.77 0.19 -1.01
H -0.71 -0.52 -2.16
H -1.41 -1.57 -0.90
O 0.85 -3.07 -1.02
H 1.48 -3.52 -1.59
H 0.85 -2.14 -1.29
O -3.41 -0.13 3.37
H -3.59 -0.14 4.32
H -3.79 0.73 3.16
O 3.05 4.27 -1.87
H 3.01 3.56 -2.52
H 2.83 3.80 -1.07
```

Löwdin atomic charge list, values in e, 5 entries:
1. C -0.050
2. N -0.133
3. C -0.138
4. H 0.063
5. H 0.089

***

Run B
The following is a quantum chemistry calculation of a 4-piece molecular cluster, C2H11NO3 overall, from the OMol25 dataset.

Results
LUMO level	0.48	eV
total charge	0
SMILES	C=CN.O.O.O

Structure (XYZ):
```
17
C2H11NO3, DFT the ωB97M-V functional and the def2-TZVPD basis
C 1.56 -0.93 -0.02
C 1.06 -0.12 0.99
N 0.19 0.91 0.68
H 1.04 -0.87 -1.05
H 1.73 -2.01 0.28
H 0.94 -0.51 2.02
H -0.79 0.66 0.97
H 0.41 1.82 0.41
O -0.79 -1.74 2.30
H -0.48 -2.58 2.21
H -1.23 -1.74 1.32
O 1.30 0.80 -2.44
H 1.45 0.85 -1.47
H 2.08 0.50 -2.72
O -2.72 1.07 -1.12
H -2.06 0.83 -1.77
H -2.40 1.89 -0.69
```

Löwdin atomic charge list, values in e, 5 entries:
1. C -0.038
2. C -0.293
3. N 0.004
4. H 0.073
5. H 0.056

***

Least stable structure: run B

***

Run A
The following is a quantum chemistry calculation of a 3-piece molecular cluster, C2H11NO3 overall, from the OMol25 dataset.

Results
LUMO level	0.82	eV
total charge	0
SMILES	CNCO.O.O

Structure (XYZ):
```
17
C2H11NO3, DFT the ωB97M-V functional and the def2-TZVPD basis
C 2.72 0.74 2.28
N 2.06 -0.57 2.20
C 1.06 -0.61 1.13
O 1.00 -1.90 0.62
H 3.35 0.96 1.41
H 3.37 0.79 3.16
H 2.02 1.56 2.40
H 2.79 -1.21 1.90
H 0.12 -0.25 1.59
H 1.25 0.13 0.33
H 0.13 -2.28 0.73
O -0.18 -1.00 -5.15
H -0.56 -0.49 -5.86
H -0.56 -1.88 -5.14
O -6.27 1.88 -0.89
H -6.19 1.34 -0.10
H -6.09 2.78 -0.60
```

Löwdin atomic charge list, values in e, 5 entries:
1. C -0.148
2. N -0.107
3. C -0.350
4. O -0.033
5. H 0.076

***

Run B
The following is a quantum chemistry calculation of a 4-piece molecular cluster, C2H11NO3 overall, from the OMol25 dataset.

Results
LUMO level	0.15	eV
total charge	0
SMILES	C=CN.O.O.O

Structure (XYZ):
```
17
C2H11NO3, DFT the ωB97M-V functional and the def2-TZVPD basis
C 0.39 2.24 2.20
C 0.67 0.98 1.76
N 1.53 0.12 2.43
H 1.03 2.78 3.11
H -0.42 2.82 1.77
H -0.02 0.44 1.06
H 2.46 0.51 2.84
H 1.72 -0.78 2.06
O 0.51 0.53 -1.69
H 1.33 0.80 -2.28
H 0.43 1.43 -1.38
O -1.83 -0.58 -2.52
H -2.34 0.17 -2.07
H -0.91 -0.51 -2.42
O -1.05 -2.84 -0.97
H -0.37 -2.54 -0.40
H -1.11 -2.18 -1.65
```

Löwdin atomic charge list, values in e, 5 entries:
1. C -0.067
2. C -0.347
3. N 0.000
4. H 0.107
5. H 0.018

***

Least stable structure: run B

***

Run A
The following is a quantum chemistry calculation of a 3-piece molecular cluster, C2H11NO3 overall, from the OMol25 dataset.

Results
LUMO level	0.53	eV
total charge	0
SMILES	CNCO.O.O

Structure (XYZ):
```
17
C2H11NO3, DFT the ωB97M-V functional and the def2-TZVPD basis
C -2.71 -0.05 0.80
N -1.78 -0.31 -0.27
C -0.51 0.40 -0.08
O 0.27 -0.13 0.98
H -3.08 0.96 0.67
H -3.58 -0.69 0.59
H -2.44 -0.02 1.86
H -1.60 -1.26 -0.56
H -0.72 1.42 0.30
H 0.01 0.42 -1.03
H 0.72 -0.94 0.69
O 2.57 -1.99 -0.63
H 1.88 -2.23 -1.25
H 2.76 -1.05 -0.75
O 2.64 1.42 -0.62
H 3.23 2.15 -0.87
H 2.35 1.88 0.18
```

Löwdin atomic charge list, values in e, 5 entries:
1. C -0.157
2. N -0.108
3. C -0.312
4. O -0.072
5. H 0.068

***

Run B
The following is a quantum chemistry calculation of a 4-piece molecular cluster, C2H11NO3 overall, from the OMol25 dataset.

Results
LUMO level	-5.15	eV
total charge	0

Structure (XYZ):
```
17
C2H11NO3, DFT the ωB97M-V functional and the def2-TZVPD basis
C -0.12 1.04 -0.75
N -1.29 0.91 0.26
C -1.16 -0.40 0.87
O -0.38 -1.70 -1.54
H 0.76 0.87 -0.14
H -0.09 2.07 -1.15
H -0.23 0.29 -1.50
H -0.94 1.57 1.09
H -1.61 -0.34 1.87
H -1.72 -1.06 0.20
H -0.14 -0.77 1.05
H -0.23 -2.56 -1.13
H 2.39 -1.51 -0.48
O 1.86 -0.83 -0.92
H 0.93 -1.20 -1.12
H 1.44 1.62 2.31
O 0.54 1.38 2.03
```

Löwdin atomic charge list, values in e, 5 entries:
1. C -0.048
2. N 0.024
3. C -0.120
4. O -0.223
5. H 0.070

***

Least stable structure: run B

***

Run A
The following is a quantum chemistry calculation of an isolated molecule of C3H5N, from the OMol25 dataset.

Results
<S²>	2.009
2S+1	3
LUMO level (alpha / beta)	1.04 / -1.24	eV
total charge	0

Structure (XYZ):
```
9
C3H5N, DFT the ωB97M-V functional and the def2-TZVPD basis
C 0.31 0.26 0.27
C 0.47 1.51 -0.42
C -0.23 -1.09 0.32
N 1.12 1.44 0.95
H 1.21 1.54 -1.26
H -0.34 2.32 -0.63
H -0.96 -1.13 -0.46
H -0.69 -1.44 1.16
H 0.69 -1.85 0.31
```

Löwdin atomic charge list, values in e, 5 entries:
1. C -0.242
2. C -0.230
3. C -0.093
4. N 0.103
5. H 0.111

***

Run B
The following is a quantum chemistry calculation of a 2-piece molecular cluster, C3H5N overall, from the OMol25 dataset.

Results
<S²>	2.007
2S+1	3
LUMO level (alpha / beta)	1.16 / -2.14	eV
total charge	0

Structure (XYZ):
```
9
C3H5N, DFT the ωB97M-V functional and the def2-TZVPD basis
C 0.50 0.11 -1.04
C -0.19 0.79 0.06
C -0.03 -0.63 0.80
N 0.67 -1.03 -0.47
H 0.65 0.31 -2.07
H 0.42 1.63 0.40
H -1.25 1.13 -0.09
H 0.47 -0.91 1.69
H -1.25 -1.40 0.72
```

Löwdin atomic charge list, values in e, 5 entries:
1. C -0.306
2. C -0.160
3. C -0.126
4. N 0.079
5. H 0.069

***

Run C
The following is a quantum chemistry calculation of an isolated molecule of C3H5N, from the OMol25 dataset.

Results
<S²>	2.011
2S+1	3
LUMO level (alpha / beta)	1.09 / -2.00	eV
total charge	0

Structure (XYZ):
```
9
C3H5N, DFT the ωB97M-V functional and the def2-TZVPD basis
C 1.82 -0.53 -0.02
C -1.74 0.02 -0.12
C -0.40 0.53 0.03
N 1.20 0.50 -0.32
H 1.21 -1.22 0.60
H 2.85 -0.74 -0.03
H -2.41 0.75 0.22
H -2.01 -0.83 -0.71
H -0.53 1.53 0.36
```

Löwdin atomic charge list, values in e, 5 entries:
1. C -0.129
2. C 0.003
3. C -0.104
4. N -0.014
5. H 0.078

***

Least stable structure: run B

***

Run A
The following is a quantum chemistry calculation of C25H27N5O4 as an isolated structure, from the OMol25 dataset.

Results
LUMO level	-0.43	eV
total charge	0

Structure (XYZ):
```
61
C25H27N5O4, DFT the ωB97M-V functional and the def2-TZVPD basis
C -3.68 -3.35 0.49
C -2.45 -4.12 -0.29
H -1.91 -4.64 0.41
H -2.92 -4.75 -1.13
O -1.64 -3.38 -1.05
C -0.80 -2.76 -0.06
O -0.71 -3.00 1.23
C 0.14 -1.72 -1.04
N 0.98 -0.96 -0.16
C 0.76 -0.11 0.87
N 1.73 0.55 1.56
C 2.73 -0.20 0.88
C 2.42 -1.33 -0.13
C 3.31 -1.82 -0.79
O 3.02 -2.68 -1.87
N 4.53 -1.69 -0.31
C 5.13 -0.98 0.60
O 6.25 -0.75 0.81
N 4.25 -0.04 1.22
C 4.53 0.81 2.45
H 5.51 1.12 2.01
H 4.47 0.33 3.45
H 3.83 1.69 2.44
H 5.26 -2.10 -0.79
C -0.65 0.64 0.87
N -0.69 1.86 0.62
C -2.02 2.26 1.06
C -3.22 1.90 0.51
C -3.85 2.00 -0.61
C -4.83 1.31 -1.15
C -5.44 0.46 -0.52
C -4.99 0.02 0.66
C -3.84 0.77 1.30
H -3.51 0.37 2.25
H -5.46 -0.79 1.38
H -6.26 0.01 -0.83
H -5.22 1.60 -2.37
H -3.33 2.85 -1.04
H -2.04 3.53 0.74
H -2.15 2.56 2.25
C -0.41 1.91 -0.62
C 0.85 2.02 -0.83
C 1.76 2.64 -0.24
C 3.17 2.52 -0.48
C 3.63 1.97 -1.63
C 3.03 1.13 -2.38
C 1.59 1.11 -2.09
H 0.98 0.51 -2.74
H 3.29 0.70 -3.30
H 4.67 1.95 -1.69
H 3.91 3.28 0.07
H 1.48 3.29 0.51
H -0.67 3.03 -1.19
H -0.95 1.15 -1.30
H -1.26 -0.28 0.76
H -0.78 0.58 2.40
H 0.76 -2.41 -1.65
H -0.55 -1.08 -1.48
H -3.30 -2.67 1.25
H -4.07 -2.69 -0.01
H -4.39 -4.13 0.70
```

Löwdin atomic charge list, values in e, 5 entries:
1. C 0.003
2. C -0.274
3. H 0.079
4. H 0.156
5. O -0.013

***

Run B
The following is a quantum chemistry calculation of an isolated molecule of C25H27N5O4, from the OMol25 dataset.

Results
LUMO level	-0.50	eV
total charge	0
SMILES	[H]/N=c1/c(C(=O)NCCc2ccc(OC)cc2)cc2c(=O)n3cccc(C)c3nc2n1CCOC

Structure (XYZ):
```
61
C25H27N5O4, DFT the ωB97M-V functional and the def2-TZVPD basis
H -1.38 -1.54 -0.29
N -0.38 -1.66 -0.38
C 0.31 -0.67 -0.79
C 1.75 -0.76 -0.91
C 2.55 -1.95 -0.43
O 3.77 -1.88 -0.36
N 1.84 -3.04 -0.13
C 2.42 -4.18 0.54
C 2.31 -4.04 2.07
C 0.89 -3.82 2.48
C 0.39 -2.54 2.65
C -0.94 -2.33 2.96
C -1.81 -3.41 3.11
O -3.10 -3.09 3.42
C -4.02 -4.14 3.61
C -1.32 -4.70 2.95
C 0.01 -4.89 2.64
C 2.47 0.27 -1.43
C 1.84 1.46 -1.85
C 2.59 2.53 -2.44
O 3.78 2.56 -2.66
N 1.79 3.68 -2.78
C 2.44 4.74 -3.34
C 1.77 5.87 -3.69
C 0.37 5.94 -3.46
C -0.29 4.89 -2.91
C -1.76 4.89 -2.65
C 0.44 3.71 -2.56
N -0.22 2.70 -2.02
C 0.45 1.59 -1.68
N -0.26 0.57 -1.13
C -1.69 0.75 -0.94
C -2.10 0.83 0.55
O -2.35 2.14 0.99
C -1.19 2.92 1.19
H 0.82 -2.92 -0.10
H 3.47 -4.23 0.25
H 1.90 -5.08 0.21
H 2.93 -3.20 2.39
H 2.71 -4.95 2.53
H 1.05 -1.69 2.53
H -1.33 -1.33 3.11
H -4.14 -4.74 2.71
H -4.97 -3.66 3.86
H -3.72 -4.79 4.44
H -1.96 -5.55 3.07
H 0.38 -5.90 2.51
H 3.54 0.19 -1.51
H 3.50 4.60 -3.47
H 2.29 6.70 -4.12
H -0.16 6.84 -3.74
H -1.96 4.69 -1.60
H -2.24 4.11 -3.23
H -2.20 5.85 -2.92
H -1.97 1.68 -1.44
H -2.22 -0.08 -1.44
H -3.05 0.31 0.69
H -1.34 0.35 1.17
H -0.70 3.16 0.24
H -1.52 3.83 1.67
H -0.47 2.40 1.84
```

Löwdin atomic charge list, values in e, 5 entries:
1. H 0.059
2. N 0.151
3. C -0.284
4. C -0.033
5. C -0.459

***

Least stable structure: run A

***

Run A
The following is a quantum chemistry calculation of an isolated molecule of C2H4N3PS, from the OMol25 dataset.

Results
LUMO level	-0.08	eV
total charge	0

Structure (XYZ):
```
11
C2H4N3PS, DFT the ωB97M-V functional and the def2-TZVPD basis
C 0.10 0.87 -0.26
C -1.54 -0.57 -0.04
N 0.71 -1.43 -0.22
N 2.21 0.57 0.06
N -0.16 -0.37 -0.37
P 2.24 -1.03 0.17
S -0.41 2.33 -0.01
H -1.73 -1.43 0.52
H -1.94 0.30 0.53
H -2.05 -0.65 -0.96
H 2.58 1.41 0.56
```

Löwdin atomic charge list, values in e, 5 entries:
1. C -0.754
2. C -0.053
3. N -0.296
4. N -0.302
5. N -0.307

***

Run B
The following is a quantum chemistry calculation of an isolated molecule of C2H4N3PS, from the OMol25 dataset.

Results
LUMO level (alpha / beta)	-0.34 / -0.34	eV
total charge	0

Structure (XYZ):
```
11
C2H4N3PS, DFT the ωB97M-V functional and the def2-TZVPD basis
C 2.20 0.98 -0.08
C -0.11 0.37 -0.17
N 3.95 -0.55 -0.10
N 1.50 -1.09 0.51
N 1.26 0.16 0.16
P 3.05 -1.75 0.11
S 2.57 2.48 -0.15
H -0.37 1.43 -0.46
H -0.30 -0.24 -1.06
H -0.68 -0.11 0.57
H 0.62 -1.65 0.78
```

Löwdin atomic charge list, values in e, 5 entries:
1. C -0.756
2. C -0.025
3. N -0.370
4. N -0.289
5. N -0.344

***

Least stable structure: run B

***

Run A
The following is a quantum chemistry calculation of C18H44BeN2O6 as an isolated structure, from the OMol25 dataset.

Results
LUMO level	0.51	eV
total charge	0

Structure (XYZ):
```
71
C18H44BeN2O6, DFT the ωB97M-V functional and the def2-TZVPD basis
Be -0.19 0.12 -0.17
C 4.37 -1.26 0.86
C 3.08 -0.59 1.37
C 3.36 0.61 2.28
O 2.11 -0.38 0.41
H 5.14 -0.58 0.49
H 4.22 -2.03 0.10
H 4.85 -1.79 1.69
H 2.70 -1.41 2.00
H 4.25 0.49 2.90
H 2.59 0.73 3.05
H 3.39 1.56 1.74
C -4.17 2.45 1.44
C -3.22 1.26 1.59
C -4.10 0.05 2.00
O -2.44 0.98 0.48
H -3.65 3.37 1.14
H -4.56 2.72 2.43
H -5.01 2.24 0.78
H -2.51 1.47 2.40
H -3.39 -0.69 2.37
H -4.74 -0.37 1.22
H -4.85 0.32 2.75
C 2.67 -1.74 -2.24
O 1.40 -1.15 -2.44
C 1.43 -0.27 -3.55
C 0.28 0.76 -3.38
N 0.17 1.38 -2.05
C 1.46 1.94 -1.63
C 1.19 3.07 -0.62
O 0.47 2.33 0.34
C 0.25 2.98 1.56
H 2.56 -2.40 -1.37
H 3.39 -0.98 -1.90
H 3.19 -2.30 -3.03
H 1.30 -0.85 -4.47
H 2.38 0.28 -3.62
H -0.65 0.31 -3.74
H 0.35 1.59 -4.09
H -0.52 2.13 -2.11
H 2.01 2.35 -2.49
H 2.09 1.16 -1.20
H 0.62 3.83 -1.16
H 2.10 3.51 -0.21
H 1.07 2.84 2.26
H -0.70 2.67 2.00
H 0.20 4.07 1.49
C -0.24 -0.11 3.35
O -0.46 -0.76 2.12
C -0.66 -2.16 2.28
C -1.12 -2.64 0.91
N -0.15 -2.24 -0.15
C -0.45 -2.76 -1.49
C -1.65 -2.06 -2.10
O -1.53 -0.63 -1.99
C -2.63 0.06 -2.54
H -0.03 0.93 3.08
H 0.72 -0.48 3.74
H -0.98 -0.20 4.14
H -1.38 -2.43 3.05
H 0.32 -2.58 2.50
H -1.98 -2.01 0.69
H -1.31 -3.72 0.85
H 0.78 -2.55 0.11
H -0.56 -3.85 -1.36
H 0.45 -2.69 -2.09
H -2.58 -2.34 -1.61
H -1.62 -2.34 -3.16
H -3.56 -0.31 -2.09
H -2.73 -0.05 -3.62
H -2.60 1.12 -2.29
```

Löwdin atomic charge list, values in e, 5 entries:
1. Be 0.800
2. C -0.080
3. C -0.611
4. C -0.060
5. O -0.284

***

Run B
The following is a quantum chemistry calculation of C18H44BeN2O6 as an isolated structure, from the OMol25 dataset.

Results
LUMO level	0.25	eV
total charge	0

Structure (XYZ):
```
71
C18H44BeN2O6, DFT the ωB97M-V functional and the def2-TZVPD basis
Be 0.17 -0.33 0.25
C 0.35 -0.17 5.11
C -0.49 -0.97 4.11
C -1.97 -0.84 4.34
O -0.24 -0.74 2.74
H -0.10 -0.37 6.07
H 0.28 0.92 5.04
H 1.37 -0.52 5.25
H -0.24 -1.98 4.42
H -2.28 0.16 4.63
H -2.37 -1.35 5.22
H -2.62 -1.10 3.51
C 1.57 1.96 -3.81
C 1.09 0.64 -3.33
C 2.07 -0.38 -3.68
O 0.78 0.80 -1.97
H 2.40 2.28 -3.17
H 0.82 2.75 -3.83
H 2.12 1.77 -4.73
H 0.19 0.42 -3.89
H 2.97 -0.42 -3.06
H 2.36 -0.39 -4.73
H 1.56 -1.31 -3.45
C -3.41 2.19 -3.36
O -3.16 0.82 -3.07
C -3.48 0.54 -1.67
C -2.94 -0.88 -1.30
N -1.49 -1.04 -1.50
C -1.14 -2.43 -1.84
C -1.11 -3.25 -0.49
O 0.14 -2.79 0.13
C 0.51 -3.59 1.27
H -3.14 2.84 -2.53
H -4.40 2.39 -3.76
H -2.72 2.41 -4.18
H -4.56 0.51 -1.73
H -3.09 1.36 -1.06
H -3.44 -1.46 -2.08
H -3.20 -1.28 -0.32
H -1.16 -0.36 -2.16
H -0.21 -2.48 -2.41
H -1.87 -2.76 -2.57
H -1.25 -4.33 -0.55
H -1.83 -2.86 0.23
H 1.18 -2.96 1.84
H 1.13 -4.39 0.85
H -0.36 -3.93 1.83
C -2.14 2.44 1.79
O -0.91 2.13 1.10
C 0.03 3.20 0.94
C 1.36 2.65 1.46
N 1.85 1.54 0.61
C 3.06 1.02 1.22
C 3.66 -0.12 0.35
O 2.62 -1.09 0.17
C 3.05 -2.18 -0.61
H -2.79 1.57 1.85
H -2.77 3.19 1.31
H -1.87 2.81 2.78
H -0.06 4.11 1.53
H -0.10 3.53 -0.09
H 1.18 2.26 2.46
H 2.19 3.36 1.42
H 1.93 1.72 -0.38
H 2.90 0.75 2.27
H 3.73 1.87 1.16
H 4.54 -0.55 0.83
H 4.12 0.21 -0.58
H 4.07 -2.03 -0.98
H 2.31 -2.53 -1.33
H 3.27 -3.00 0.07
```

Löwdin atomic charge list, values in e, 5 entries:
1. Be 0.944
2. C -0.083
3. C -0.627
4. C -0.106
5. O -0.335

***

Least stable structure: run B

***

Run A
The following is a quantum chemistry calculation of C6H9IrO4 as an isolated structure, from the OMol25 dataset.

Results
<S²>	6.011
2S+1	5
LUMO level (alpha / beta)	-8.69 / -11.91	eV
total charge	+2

Structure (XYZ):
```
20
C6H9IrO4, DFT the ωB97M-V functional and the def2-TZVPD basis
O -2.75 -3.44 -1.26
C -2.06 -2.50 -0.76
O -2.27 -2.16 0.45
O -1.26 -1.83 -1.55
C -0.59 -0.66 -1.05
Ir -3.40 -3.55 0.54
H -1.26 -0.16 -0.34
H -0.38 -0.09 -1.97
C 0.74 -1.02 -0.35
C 1.45 0.20 0.15
H 1.38 -1.55 -1.06
H 0.53 -1.68 0.50
H 2.24 0.01 0.89
C 1.00 1.46 0.03
C 1.42 2.58 0.94
O 0.27 3.17 1.51
H 0.34 1.76 -0.80
H 1.99 3.33 0.36
H 2.09 2.19 1.73
H 0.53 3.94 2.03
```

Löwdin atomic charge list, values in e, 5 entries:
1. O -0.036
2. C -0.749
3. O -0.133
4. O 0.120
5. C -0.110

***

Run B
The following is a quantum chemistry calculation of C6H9IrO4 as an isolated structure, from the OMol25 dataset.

Results
<S²>	6.038
2S+1	5
LUMO level (alpha / beta)	-9.75 / -13.22	eV
total charge	+2

Structure (XYZ):
```
20
C6H9IrO4, DFT the ωB97M-V functional and the def2-TZVPD basis
O 2.00 -0.25 -0.20
Ir 1.16 1.46 0.15
O 3.09 1.61 -0.22
C 3.26 0.35 -0.37
O 4.24 -0.31 -0.61
C 1.83 -1.68 -0.30
C 0.35 -1.97 -0.32
H 2.33 -2.01 -1.22
H 2.33 -2.14 0.56
H -0.15 -1.40 -1.11
H 0.20 -3.04 -0.52
H -0.12 -1.73 0.64
C -2.94 1.03 0.53
C -3.31 2.32 0.63
H -3.51 0.22 0.99
H -2.59 3.00 1.10
H -4.36 2.59 0.68
O -0.59 1.10 0.55
C -1.63 0.66 0.02
H -1.60 0.20 -0.98
```

Löwdin atomic charge list, values in e, 5 entries:
1. O -0.238
2. Ir 1.866
3. O -0.034
4. C -0.662
5. O 0.278

***

Least stable structure: run B